This record from the OMol25 dataset describes a single C6H8 molecule at a distorted geometry. The level of theory is wB97M-V/def2-TZVPD.

Bonds (Å) are listed after each position.
Geometry (Å):
1 C -1.32379 2.62867 0.47325  C2 1.211, H7 1.048
2 C -0.92205 1.56520 0.05627  C1 1.211, C3 1.480
3 C -0.29795 0.29331 -0.37017  C2 1.480, C4 1.561, C5 1.511, H8 1.188
4 C -1.25558 -0.92212 -0.16334  C3 1.561, H9 1.018, H10 1.053, H11 1.032
5 C 0.95153 0.01991 0.43345  C3 1.511, C6 1.345, H12 1.010
6 C 2.21577 -0.17865 0.01939  C5 1.345, H13 1.114, H14 1.146
7 H -1.52532 3.50788 1.00629  C1 1.048
8 H 0.15851 0.33886 -1.46557  C3 1.188
9 H -0.75849 -1.69240 -0.60655  C4 1.018
10 H -1.35533 -0.96507 0.88377  C4 1.053
11 H -2.21113 -0.90190 -0.55199  C4 1.032
12 H 0.55189 -0.21900 1.33017  C5 1.010
13 H 3.06521 -0.55263 0.63608  C6 1.114
14 H 2.63341 -0.06489 -1.04167  C6 1.146

- Kohn-Sham gap (eV) = 10.939
- highest occupied orbital energy (eV) = -9.82
- calculated total energy (eV) = -6347.9983
- energy above the lowest of the compared OMol25 structures with the same formula, charge and spin (kJ/mol) = 268.8
- charge = 0
- maximum force (eV/Å) = 3.74
- SMILES = C#C[C@H](C)C=C